[1]
Computed, not measured: 7 unconnected molecules or ions with the total composition C9H32N4O7 in a non-equilibrium geometry, with ωB97M-V/def2-TZVPD.

Geometry as XYZ:
```
52
C9H32N4O7 | the OMol25 dataset | ωB97M-V/def2-TZVPD
N -11.79500 0.97300 -19.85400
C -12.82500 1.74400 -19.78000
N -13.07300 2.46900 -20.86400
O -13.68100 1.78000 -18.76400
H -11.71600 0.20100 -19.12100
H -10.96900 0.82600 -20.44500
H -13.97600 2.90900 -20.97400
H -12.34800 2.51200 -21.63500
N -13.66900 6.50200 -17.04400
C -13.87700 5.92100 -18.17800
N -13.18100 4.87100 -18.37900
O -14.65500 6.50300 -19.09100
H -14.26800 7.32900 -17.02200
H -12.97000 6.20900 -16.28000
H -13.30400 4.34400 -19.26100
H -12.66800 4.33500 -17.62300
C -12.67400 5.85700 -21.78200
C -11.52600 6.74000 -21.25200
O -11.54100 6.69300 -19.87100
H -12.79500 5.72200 -22.89000
H -13.65300 6.15700 -21.44900
H -12.57000 4.85400 -21.32600
H -11.57500 7.78500 -21.62000
H -10.54600 6.27800 -21.62600
H -12.36200 6.33600 -19.48800
C -16.70400 0.38800 -18.74300
C -17.66800 -0.80000 -18.64300
O -17.32300 -1.84700 -19.48800
H -17.07100 1.13900 -18.10200
H -16.49300 0.70800 -19.78100
H -15.80300 0.17100 -18.27400
H -18.71600 -0.62200 -18.73000
H -17.49400 -1.21500 -17.64300
H -16.44300 -2.14600 -19.25700
C -15.34100 2.88400 -16.11600
O -16.37400 3.63000 -15.50600
H -14.64800 2.38700 -15.44000
H -14.71200 3.59100 -16.64300
H -15.69500 2.08100 -16.72100
H -16.66100 4.32300 -16.09900
C -16.19400 3.61000 -19.86900
O -15.24000 4.24100 -20.65300
H -16.99300 4.27300 -19.61800
H -15.73600 3.44900 -18.92400
H -16.47300 2.60800 -20.23000
H -15.23400 5.17400 -20.39400
C -18.45700 4.53800 -17.34700
O -17.44500 5.45600 -17.03900
H -17.96000 3.65900 -17.73000
H -19.08300 4.96000 -18.10200
H -18.99400 4.18500 -16.53100
H -17.75000 6.12700 -16.37100
```

Calculated values
DFT total energy: -1107.71846 Ha
Strongest force on any atom: 7.7 eV/A
ΔE to the lowest compared entry with this formula, charge and spin: 249.9 kJ/mol
Kohn-Sham gap: 9.92 eV
M: 308.38 g mol⁻¹
HOMO level: -9.532 eV

Computed natural (NBO) charges, given in elementary charges: atom 1 (N): -0.834, atom 2 (C): 0.748, atom 3 (N): -0.844, atom 4 (O): -0.750, atom 5 (H): 0.410, atom 6 (H): 0.416, atom 7 (H): 0.452, atom 8 (H): 0.391, atom 9 (N): -0.817, atom 10 (C): 0.733, atom 11 (N): -0.820, atom 12 (O): -0.774, atom 13 (H): 0.425, atom 14 (H): 0.416, atom 15 (H): 0.443, atom 16 (H): 0.416, atom 17 (C): -0.654, atom 18 (C): -0.043, atom 19 (O): -0.745, atom 20 (H): 0.212, atom 21 (H): 0.223, atom 22 (H): 0.193, atom 23 (H): 0.161, atom 24 (H): 0.150, atom 25 (H): 0.487, atom 26 (C): -0.634, atom 27 (C): -0.056, atom 28 (O): -0.719, atom 29 (H): 0.206, atom 30 (H): 0.206, atom 31 (H): 0.217, atom 32 (H): 0.176, atom 33 (H): 0.144, atom 34 (H): 0.460, atom 35 (C): -0.243, atom 36 (O): -0.767, atom 37 (H): 0.168, atom 38 (H): 0.155, atom 39 (H): 0.166, atom 40 (H): 0.482, atom 41 (C): -0.259, atom 42 (O): -0.785, atom 43 (H): 0.172, atom 44 (H): 0.174, atom 45 (H): 0.182, atom 46 (H): 0.520, atom 47 (C): -0.255, atom 48 (O): -0.726, atom 49 (H): 0.186, atom 50 (H): 0.172, atom 51 (H): 0.180, atom 52 (H): 0.482

***

[2]
Computed, not measured: 8 unconnected molecules or ions with the total composition C9H34N10O10 in a non-equilibrium geometry, with ωB97M-V/def2-TZVPD.

Geometry as XYZ:
```
63
C9H34N10O10 | the OMol25 dataset | ωB97M-V/def2-TZVPD
N -4.04373 1.55016 1.45477
C -4.88612 1.64835 0.43280
N -4.26709 1.69895 -0.74100
O -6.10278 1.74735 0.52194
H -3.04412 1.53831 1.31080
H -4.47779 1.45383 2.36164
H -3.27069 1.85136 -0.80483
H -4.81691 1.81670 -1.58001
N 0.12571 1.29523 -0.18771
C -0.27345 0.22993 0.48088
N -1.55758 0.13653 0.36456
O 0.39753 -0.59544 1.13180
H -0.45388 1.77910 -0.85856
H 1.08819 1.55913 -0.03253
H -1.96700 -0.70998 0.73321
H -1.97668 0.82236 -0.24707
N 3.66947 -0.63698 0.30710
C 3.90981 -0.17311 1.47879
N 2.95785 -0.63253 2.21813
O 4.93066 0.40599 1.82673
H 2.79109 -1.08127 0.08093
H 4.29975 -0.41184 -0.44932
H 2.11794 -0.99964 1.79402
H 3.05441 -0.42427 3.20169
N -2.14029 0.60488 -5.37482
C -2.00638 -0.38114 -4.50503
N -2.04563 0.03503 -3.29726
O -1.69665 -1.48715 -4.79658
H -2.27394 0.36092 -6.34576
H -2.33017 1.56229 -5.11517
H -1.79620 -0.70341 -2.65493
H -1.92897 1.01794 -3.09632
N 2.93067 3.59170 -0.39088
C 3.23413 4.82757 -0.64580
N 3.97461 4.77807 -1.68284
O 2.98988 5.80330 0.05408
H 2.67210 3.39993 0.56644
H 2.71730 2.98931 -1.17300
H 4.56612 5.57778 -1.85802
H 4.36570 3.85418 -1.79931
O 0.84225 -3.20021 5.81234
C 0.48425 -3.03413 4.42893
C -0.29653 -1.66933 4.38219
O -1.54276 -1.85523 4.96285
H 0.12750 -2.66673 6.16749
H 1.42548 -3.04102 3.87925
H -0.02407 -3.89040 3.98563
H -0.49969 -1.33640 3.36436
H 0.34750 -0.89578 4.80047
H -1.98591 -2.56134 4.48680
O 1.93558 -2.70970 -0.25517
C 1.53276 -3.80036 -1.01119
C 0.30726 -3.40123 -1.79687
O -0.72890 -3.15218 -0.91557
H 1.15843 -2.41269 0.22382
H 2.31929 -4.04264 -1.72587
H 1.37243 -4.74495 -0.49143
H -0.11854 -4.20289 -2.40030
H 0.60496 -2.52187 -2.36799
H -1.55166 -3.43740 -1.31970
O -1.74149 2.60965 -2.12500
H -1.43746 2.80326 -3.01175
H -1.96748 3.46387 -1.75693
```

Calculated values
DFT total energy: -1663.30380 Ha
Strongest force on any atom: 6.7 eV/A
ΔE to the lowest compared entry with this formula, charge and spin: 447.8 kJ/mol
Kohn-Sham gap: 8.20 eV
M: 442.43 g mol⁻¹
HOMO level: -9.238 eV

Computed natural (NBO) charges, given in elementary charges: atom 1 (N): -0.843, atom 2 (C): 0.753, atom 3 (N): -0.840, atom 4 (O): -0.658, atom 5 (H): 0.391, atom 6 (H): 0.418, atom 7 (H): 0.358, atom 8 (H): 0.414, atom 9 (N): -0.846, atom 10 (C): 0.783, atom 11 (N): -0.819, atom 12 (O): -0.736, atom 13 (H): 0.411, atom 14 (H): 0.407, atom 15 (H): 0.430, atom 16 (H): 0.375, atom 17 (N): -0.831, atom 18 (C): 0.737, atom 19 (N): -0.837, atom 20 (O): -0.699, atom 21 (H): 0.408, atom 22 (H): 0.384, atom 23 (H): 0.416, atom 24 (H): 0.393, atom 25 (N): -0.840, atom 26 (C): 0.747, atom 27 (N): -0.831, atom 28 (O): -0.656, atom 29 (H): 0.409, atom 30 (H): 0.369, atom 31 (H): 0.409, atom 32 (H): 0.381, atom 33 (N): -0.861, atom 34 (C): 0.741, atom 35 (N): -0.813, atom 36 (O): -0.653, atom 37 (H): 0.411, atom 38 (H): 0.384, atom 39 (H): 0.403, atom 40 (H): 0.389, atom 41 (O): -0.705, atom 42 (C): -0.104, atom 43 (C): -0.115, atom 44 (O): -0.722, atom 45 (H): 0.465, atom 46 (H): 0.182, atom 47 (H): 0.157, atom 48 (H): 0.178, atom 49 (H): 0.193, atom 50 (H): 0.471, atom 51 (O): -0.734, atom 52 (C): -0.079, atom 53 (C): -0.086, atom 54 (O): -0.747, atom 55 (H): 0.495, atom 56 (H): 0.180, atom 57 (H): 0.166, atom 58 (H): 0.173, atom 59 (H): 0.164, atom 60 (H): 0.481, atom 61 (O): -0.971, atom 62 (H): 0.494, atom 63 (H): 0.508

***

[3]
Computed, not measured: 8 unconnected molecules or ions with the total composition C9H34N14O9 in a non-equilibrium geometry, with ωB97M-V/def2-TZVPD.

Geometry as XYZ:
```
66
C9H34N14O9 | the OMol25 dataset | ωB97M-V/def2-TZVPD
N -1.11143 3.26305 -0.18084
C -2.40641 3.49150 0.18362
N -2.72718 4.90393 0.16947
O -3.09992 2.70181 0.76156
H -0.51859 4.07148 -0.20646
H -0.55398 2.45374 0.05630
H -3.66267 5.13937 0.35262
H -2.43927 5.43925 -0.62652
N -4.60248 -0.57239 2.40382
C -4.53444 -0.99488 1.04714
N -4.28870 0.08840 0.22606
O -4.31878 -2.17366 0.80406
H -4.92204 0.37501 2.45297
H -4.83566 -1.14669 3.19383
H -3.84732 0.01045 -0.67119
H -4.04487 0.91935 0.70927
N 5.24610 0.09578 0.71203
C 4.41395 -0.93299 0.45611
N 3.08262 -0.78005 0.98600
O 4.75539 -1.95172 -0.16161
H 4.84490 0.90941 1.17933
H 6.23802 -0.05961 0.63458
H 2.35906 -1.32732 0.51076
H 2.78831 0.20075 0.97041
N 2.26375 4.31353 -0.93591
C 2.43108 2.89333 -0.81881
N 2.76491 2.28066 -1.97827
O 2.20480 2.28242 0.23898
H 2.25656 4.74979 -0.01835
H 2.60441 4.71475 -1.76342
H 2.72863 1.22172 -2.04740
H 3.00113 2.83604 -2.81404
N 2.86720 -3.83385 -1.20820
C 1.85742 -4.36791 -0.45864
N 1.79034 -3.85784 0.82763
O 1.16340 -5.30674 -0.80864
H 3.07254 -4.20950 -2.13695
H 3.47652 -3.10759 -0.79646
H 0.94997 -4.09524 1.33896
H 2.61859 -3.46654 1.26061
N -0.92190 2.75352 3.15648
C -1.85721 1.69370 3.39276
N -1.49973 0.39451 3.00169
O -2.81825 1.95009 4.02322
H -1.40233 3.61783 2.99464
H -0.30693 2.45531 2.44196
H -0.99342 0.30136 2.13924
H -2.32974 -0.19823 2.93397
N -2.14730 -3.57408 -1.28299
C -1.70733 -2.85058 -2.33120
N -0.32340 -3.25834 -2.65558
O -2.33677 -2.05124 -2.96620
H -1.46215 -4.15070 -0.78157
H -3.08670 -3.44401 -0.90800
H -0.13949 -3.28613 -3.65410
H -0.14713 -4.14441 -2.22171
O 1.69496 -0.50854 -1.96849
C 0.35053 -0.18720 -1.91401
C -0.18830 -0.52826 -0.50319
O 0.10349 0.39248 0.52226
H 1.86214 -1.43171 -2.13582
H 0.16421 0.87205 -2.09375
H -0.22763 -0.70923 -2.60727
H 0.22007 -1.50768 -0.20943
H -1.27234 -0.66927 -0.50236
H 0.90683 0.89775 0.28505
```

Calculated values
DFT total energy: -1807.34770 Ha
Strongest force on any atom: 3.9 eV/A
ΔE to the lowest compared entry with this formula, charge and spin: 0.0 kJ/mol
Kohn-Sham gap: 9.24 eV
M: 482.46 g mol⁻¹
HOMO level: -9.291 eV

Computed natural (NBO) charges, given in elementary charges: atom 1 (N): -0.859, atom 2 (C): 0.799, atom 3 (N): -0.864, atom 4 (O): -0.650, atom 5 (H): 0.385, atom 6 (H): 0.420, atom 7 (H): 0.390, atom 8 (H): 0.373, atom 9 (N): -0.870, atom 10 (C): 0.787, atom 11 (N): -0.856, atom 12 (O): -0.672, atom 13 (H): 0.384, atom 14 (H): 0.407, atom 15 (H): 0.406, atom 16 (H): 0.415, atom 17 (N): -0.830, atom 18 (C): 0.793, atom 19 (N): -0.864, atom 20 (O): -0.694, atom 21 (H): 0.406, atom 22 (H): 0.417, atom 23 (H): 0.400, atom 24 (H): 0.394, atom 25 (N): -0.863, atom 26 (C): 0.797, atom 27 (N): -0.848, atom 28 (O): -0.734, atom 29 (H): 0.413, atom 30 (H): 0.390, atom 31 (H): 0.460, atom 32 (H): 0.397, atom 33 (N): -0.882, atom 34 (C): 0.780, atom 35 (N): -0.882, atom 36 (O): -0.690, atom 37 (H): 0.406, atom 38 (H): 0.431, atom 39 (H): 0.411, atom 40 (H): 0.409, atom 41 (N): -0.854, atom 42 (C): 0.798, atom 43 (N): -0.874, atom 44 (O): -0.639, atom 45 (H): 0.388, atom 46 (H): 0.359, atom 47 (H): 0.401, atom 48 (H): 0.403, atom 49 (N): -0.847, atom 50 (C): 0.787, atom 51 (N): -0.917, atom 52 (O): -0.647, atom 53 (H): 0.401, atom 54 (H): 0.440, atom 55 (H): 0.387, atom 56 (H): 0.392, atom 57 (O): -0.765, atom 58 (C): -0.102, atom 59 (C): -0.093, atom 60 (O): -0.778, atom 61 (H): 0.506, atom 62 (H): 0.174, atom 63 (H): 0.210, atom 64 (H): 0.165, atom 65 (H): 0.192, atom 66 (H): 0.498

***

[4]
Computed, not measured: 6 unconnected molecules or ions with the total composition C9H34O12P2SSi in a non-equilibrium geometry, with ωB97M-V/def2-TZVPD.

Geometry as XYZ:
```
59
C9H34O12P2SSi | the OMol25 dataset | ωB97M-V/def2-TZVPD
C 0.23153 0.72410 0.99071
O 0.76490 -0.49819 0.45389
C 1.89076 -0.96027 1.17718
Si 1.29856 -2.55238 2.08814
C 0.59332 -1.99791 3.75873
P -0.36164 -3.28083 4.68192
O -1.31950 -2.59615 5.62778
O -1.28112 -4.21520 3.63838
O 0.62204 -4.25781 5.62005
P -0.18435 -3.51509 0.75166
O -1.55212 -2.82209 0.82978
S 3.04547 -3.83940 2.20763
C 2.78231 -5.42322 3.07306
O 4.11344 -3.06100 2.89897
O 3.46214 -4.10095 0.79248
H -0.55420 0.44764 1.72460
H -0.23676 1.26695 0.15322
H 1.02648 1.35388 1.41978
H 2.25340 -0.27177 1.96307
H 2.74260 -1.22378 0.51928
H 1.45501 -1.71182 4.39991
H -0.03114 -1.09684 3.61345
H -1.88558 -3.56219 3.24995
H 0.76197 -5.06351 5.10427
H 0.32731 -3.35489 -0.57877
H -0.26978 -4.93282 0.94355
H 1.76033 -5.83110 2.95887
H 3.10718 -5.35069 4.12363
H 3.45851 -6.15097 2.58230
C 3.55410 1.52075 -1.70123
O 3.05397 2.10141 -0.50099
H 2.71302 1.32872 -2.36451
H 4.24921 2.20717 -2.19199
H 4.06137 0.57699 -1.48261
H 3.80505 2.26495 0.07279
C -1.38071 0.31937 -2.64910
O -0.71057 0.92013 -3.75884
H -1.67313 1.10284 -1.95271
H -2.27178 -0.20468 -2.99563
H -0.70621 -0.37826 -2.14488
H -0.46107 0.21659 -4.36016
C 0.38027 4.87292 -3.52139
O -0.23213 3.64277 -3.15171
H 0.04243 5.64272 -2.83005
H 1.46901 4.78920 -3.45979
H 0.08710 5.14804 -4.53852
H 0.06709 2.96449 -3.76390
C -2.31202 5.97723 -0.92957
O -2.95295 4.74307 -1.22566
H -3.00291 6.60604 -0.37138
H -1.41999 5.79617 -0.32296
H -2.03570 6.48302 -1.85911
H -2.32302 4.20559 -1.71914
C -4.95440 1.16012 -2.66354
O -4.62748 -0.16183 -3.08711
H -4.15065 1.52755 -2.02988
H -5.05757 1.81994 -3.52873
H -5.88580 1.15379 -2.09190
H -5.34558 -0.46853 -3.64331
```

Calculated values
DFT total energy: -2636.51221 Ha
Strongest force on any atom: 5.1 eV/A
Kohn-Sham gap: 9.79 eV
M: 456.46 g mol⁻¹
HOMO level: -9.804 eV

Computed natural (NBO) charges, given in elementary charges: atom 1 (C): -0.251, atom 2 (O): -0.560, atom 3 (C): -0.447, atom 4 (Si): 1.013, atom 5 (C): -1.283, atom 6 (P): 2.269, atom 7 (O): -1.080, atom 8 (O): -0.985, atom 9 (O): -0.932, atom 10 (P): 1.041, atom 11 (O): -1.097, atom 12 (S): 1.699, atom 13 (C): -0.881, atom 14 (O): -0.939, atom 15 (O): -0.938, atom 16 (H): 0.173, atom 17 (H): 0.211, atom 18 (H): 0.187, atom 19 (H): 0.212, atom 20 (H): 0.231, atom 21 (H): 0.306, atom 22 (H): 0.315, atom 23 (H): 0.530, atom 24 (H): 0.489, atom 25 (H): -0.022, atom 26 (H): -0.042, atom 27 (H): 0.238, atom 28 (H): 0.263, atom 29 (H): 0.276, atom 30 (C): -0.249, atom 31 (O): -0.727, atom 32 (H): 0.189, atom 33 (H): 0.163, atom 34 (H): 0.163, atom 35 (H): 0.462, atom 36 (C): -0.259, atom 37 (O): -0.749, atom 38 (H): 0.179, atom 39 (H): 0.197, atom 40 (H): 0.166, atom 41 (H): 0.465, atom 42 (C): -0.248, atom 43 (O): -0.744, atom 44 (H): 0.176, atom 45 (H): 0.162, atom 46 (H): 0.162, atom 47 (H): 0.489, atom 48 (C): -0.245, atom 49 (O): -0.734, atom 50 (H): 0.181, atom 51 (H): 0.161, atom 52 (H): 0.158, atom 53 (H): 0.479, atom 54 (C): -0.248, atom 55 (O): -0.730, atom 56 (H): 0.187, atom 57 (H): 0.165, atom 58 (H): 0.165, atom 59 (H): 0.464

***

> The lowest DFT total energy belongs to which entry?

C9H34O12P2SSi

***

> The highest Kohn-Sham gap belongs to which entry?

C9H32N4O7